*w*
Density functional theory data (the ωB97M-V functional and the def2-TZVPD basis) for a molecular structure, C4H5N.

Summary:
Frontier orbital gap ... 0.262 Ha
Highest occupied orbital energy ... -0.2618 Eh
Spin multiplicity ... 1

Geometry (Å):
C -0.33 -0.89 -0.14
C 1.00 -0.53 0.10
N 1.05 0.85 0.30
C -0.44 0.75 0.47
C -1.33 0.20 -0.46
H -0.81 -1.80 0.21
H 1.86 -1.18 0.00
H 1.17 1.47 -0.51
H -0.70 0.63 1.53
H -1.46 0.50 -1.49

***

*x*
Density functional theory data (the ωB97M-V functional and the def2-TZVPD basis) for a single C4H5N molecule.

Summary:
Frontier orbital gap ... 0.389 Ha
Highest occupied orbital energy ... -0.3538 Eh
Spin multiplicity ... 1

Geometry (Å):
C -2.52 -0.13 -0.21
C -1.27 -0.12 -0.16
C 0.12 -0.17 0.34
C 1.26 0.59 -0.23
H -3.65 0.09 -0.23
H 0.12 -0.11 1.48
H 2.00 1.03 0.48
H 1.07 1.05 -1.21
H 1.73 -1.36 0.19
N 1.14 -0.87 -0.42

***

Of them, *x* has the highest stability.

***

*w*
Density functional theory data (the ωB97M-V functional and the def2-TZVPD basis) for 2 unconnected molecules or ions with the total composition CH3BrO3.

Summary:
Frontier orbital gap (alpha / beta) ... 0.307 / 0.307 Ha
Highest occupied orbital energy (alpha / beta) ... -0.3523 / -0.3523 Eh
Spin multiplicity ... 1

Geometry (Å):
C 1.06 0.21 0.05
O -0.01 -0.40 0.80
O -0.66 -1.32 0.19
O -1.99 -0.56 -0.80
Br -2.54 0.84 -0.01
H 1.67 -0.34 -0.63
H 1.79 0.46 0.83
H 0.69 1.09 -0.44

***

*x*
Density functional theory data (the ωB97M-V functional and the def2-TZVPD basis) for a molecular structure, CH3BrO3.

Summary:
Frontier orbital gap (alpha / beta) ... 0.327 / 0.276 Ha
Highest occupied orbital energy (alpha / beta) ... -0.3664 / -0.3620 Eh
Spin multiplicity ... 1

Geometry (Å):
C 0.58 -1.06 0.92
O -0.54 -0.78 0.90
O 0.36 1.05 0.12
O -0.05 1.05 -1.10
Br -2.33 0.19 -1.22
H 0.98 -2.00 1.49
H 1.34 -0.52 0.28
H -0.33 2.06 -1.39

***

Of them, *x* has the highest stability.

***

*w*
Density functional theory data (the ωB97M-V functional and the def2-TZVPD basis) for a single C3H6N4O molecule.

Summary:
Frontier orbital gap ... 0.380 Ha
Highest occupied orbital energy ... -0.3526 Eh
Spin multiplicity ... 1

Geometry (Å):
C 1.90 -0.64 0.77
C -0.98 -0.49 0.04
C 0.53 1.85 -0.79
H 1.30 -0.22 1.63
H 2.94 -0.89 0.83
H -0.13 -1.87 -1.18
H -1.69 0.96 1.24
H 0.86 0.87 -1.20
H 0.91 2.80 -1.14
N 1.41 -1.08 -0.29
N 0.11 -1.09 -0.62
N -0.80 0.68 0.70
N -0.20 1.85 0.24
O -2.07 -1.05 -0.06

***

*x*
Density functional theory data (the ωB97M-V functional and the def2-TZVPD basis) for a single C3H6N4O molecule.

Summary:
Frontier orbital gap ... 0.315 Ha
Highest occupied orbital energy ... -0.2874 Eh
Spin multiplicity ... 1

Geometry (Å):
C 0.05 0.78 1.10
C 0.20 1.02 -0.29
C 0.14 -0.12 -0.95
H 0.83 2.15 2.28
H -0.11 0.93 3.04
H 0.09 1.94 -0.81
H 0.08 -1.46 -2.33
H -0.15 0.15 -2.92
H -1.12 -2.53 -0.07
N 0.07 1.53 2.20
N 0.36 -0.46 -2.27
N -0.08 -1.02 0.00
N -0.16 -0.57 1.31
O -0.19 -2.34 -0.29

***

Of them, *x* has the highest stability.

***

*w*
Density functional theory data (the ωB97M-V functional and the def2-TZVPD basis) for a single C3H6N4O molecule.

Summary:
Frontier orbital gap ... 0.287 Ha
Highest occupied orbital energy ... -0.2713 Eh
Spin multiplicity ... 1

Geometry (Å):
C 1.06 0.08 0.05
C 0.25 1.24 0.18
C -1.04 0.76 0.03
H 2.84 -1.02 -0.04
H 3.24 0.72 -0.21
H 0.65 2.24 0.06
H -3.01 1.17 -0.42
H -1.87 -1.79 1.07
H 0.49 -1.87 -0.54
N 2.45 -0.08 -0.01
N -2.08 1.54 -0.02
N -1.03 -0.63 -0.28
N 0.19 -0.99 0.08
O -2.14 -1.36 0.06

***

*x*
Density functional theory data (the ωB97M-V functional and the def2-TZVPD basis) for 2 unconnected molecules or ions with the total composition C3H6N4O.

Summary:
Frontier orbital gap ... 0.320 Ha
Highest occupied orbital energy ... -0.3257 Eh
Spin multiplicity ... 1

Geometry (Å):
C 0.26 0.91 -1.71
C -0.80 0.43 -1.45
C 1.16 -0.71 1.39
N 3.24 -0.47 -1.34
N 2.09 -1.24 0.46
N 2.37 -0.58 -0.54
N -2.09 0.11 -1.29
O 3.38 -0.45 -2.55
H 0.94 1.59 -2.14
H 1.55 -0.19 2.30
H 0.49 0.02 1.03
H 0.48 -1.51 1.69
H -2.38 0.12 -0.38
H -2.32 -0.86 -1.54

***

Of them, *w* has the highest stability.

***

*w*
Density functional theory data (the ωB97M-V functional and the def2-TZVPD basis) for a single C3H6N4O molecule.

Summary:
Frontier orbital gap ... 0.345 Ha
Highest occupied orbital energy ... -0.3348 Eh
Spin multiplicity ... 1

Geometry (Å):
C -1.15 -0.57 -1.11
C 0.27 0.61 0.22
C 1.42 2.04 1.34
H -0.15 -2.56 -0.20
H 0.74 -1.82 1.04
H -1.68 0.42 -1.13
H -2.30 -1.39 -2.22
H -0.32 1.48 -0.12
H 2.34 2.22 1.90
N 0.57 -1.79 0.05
N -0.10 -0.61 -0.24
N -1.54 -1.64 -1.65
N 1.22 0.67 1.11
O 0.69 2.95 1.01

***

*x*
Density functional theory data (the ωB97M-V functional and the def2-TZVPD basis) for a molecular structure, C3H6N4O.

Summary:
Frontier orbital gap ... 0.274 Ha
Highest occupied orbital energy ... -0.2705 Eh
Spin multiplicity ... 1

Geometry (Å):
C 0.67 0.37 -0.10
C -1.52 1.03 0.03
C -1.44 -0.32 0.15
H 3.14 -0.73 0.98
H 2.86 -1.04 -0.78
H 0.01 2.35 -0.71
H -2.31 1.81 0.18
H -3.28 -0.77 0.60
H 0.29 -1.70 -0.11
N 2.33 -0.92 0.14
N 1.89 0.38 -0.13
N -0.16 1.52 0.07
N -0.09 -0.73 -0.15
O -2.39 -1.24 -0.16

***

*y*
Density functional theory data (the ωB97M-V functional and the def2-TZVPD basis) for a single C3H6N4O molecule.

Summary:
Frontier orbital gap ... 0.338 Ha
Highest occupied orbital energy ... -0.3436 Eh
Spin multiplicity ... 1

Geometry (Å):
C 0.34 -1.58 1.19
C -0.19 0.11 -0.34
C -0.85 2.01 -1.56
H 2.18 -1.57 1.96
H 1.17 -2.79 2.52
H -1.16 -2.21 0.14
H -1.13 -0.30 -0.69
H 1.11 1.67 -0.76
H -1.79 1.46 -1.34
N 1.25 -1.80 2.30
N -0.66 -2.41 1.07
N 0.65 -0.48 0.48
N 0.19 1.27 -0.96
O -0.77 3.05 -2.21

***

*z*
Density functional theory data (the ωB97M-V functional and the def2-TZVPD basis) for a molecular structure, C3H6N4O.

Summary:
Frontier orbital gap ... 0.336 Ha
Highest occupied orbital energy ... -0.3334 Eh
Spin multiplicity ... 1

Geometry (Å):
C -0.27 -0.05 -0.25
C 0.20 1.25 -0.23
C 1.63 1.16 0.07
H -2.34 -0.51 1.57
H -3.76 -0.88 0.41
H -1.46 -1.47 -0.67
H -0.36 2.27 -0.71
H 2.28 2.04 0.27
H 2.73 -1.68 -0.61
N -2.62 0.00 0.40
N -1.58 -0.38 -0.63
N 1.74 -0.18 0.43
N 0.74 -0.88 0.00
O 3.07 -0.69 -0.05

***

Of them, *y* has the highest stability.

***

*w*
Density functional theory data (the ωB97M-V functional and the def2-TZVPD basis) for a single C3H6N4O molecule.

Summary:
Frontier orbital gap ... 0.326 Ha
Highest occupied orbital energy ... -0.3029 Eh
Spin multiplicity ... 1

Geometry (Å):
C -0.41 0.93 0.43
C 0.01 0.36 -0.91
C -0.93 -0.27 -1.52
N -0.03 0.50 1.54
N 0.75 -0.52 1.76
N 1.28 0.55 -1.50
N -1.74 -1.13 -1.84
O 0.70 -0.99 3.10
H -1.13 1.72 0.64
H 1.46 1.51 -1.97
H 1.50 -0.25 -2.09
H 0.89 -1.40 1.28
H -2.57 -0.79 -2.35
H 0.20 -0.22 3.43

***

*x*
Density functional theory data (the ωB97M-V functional and the def2-TZVPD basis) for a single C3H6N4O molecule.

Summary:
Frontier orbital gap ... 0.335 Ha
Highest occupied orbital energy ... -0.3322 Eh
Spin multiplicity ... 1

Geometry (Å):
C 0.03 -0.56 -1.13
C -0.98 -0.52 0.07
C 0.01 1.57 0.61
H 1.51 0.29 0.91
H 2.95 -0.52 -0.12
H -0.62 -1.16 -1.92
H -2.00 -2.20 -0.70
H -1.76 0.47 1.63
H 0.37 1.54 -0.40
N 1.97 -0.20 -0.04
N 1.31 -0.35 -1.21
N -2.04 -1.38 0.07
N -1.09 0.54 0.97
O 0.35 2.49 1.27

***

*y*
Density functional theory data (the ωB97M-V functional and the def2-TZVPD basis) for a molecular structure, C3H6N4O.

Summary:
Frontier orbital gap ... 0.342 Ha
Highest occupied orbital energy ... -0.3370 Eh
Spin multiplicity ... 1

Geometry (Å):
C 0.17 -1.90 -0.05
C 0.62 1.60 0.23
C 0.48 -0.14 1.53
H 0.36 -2.57 0.84
H -1.09 -2.20 -0.42
H 0.98 -1.97 -0.95
H -1.78 1.43 -1.14
H -0.40 1.34 -2.30
H 0.31 2.78 -0.13
N -0.03 -0.45 0.26
N 0.13 0.69 -0.57
N -0.98 0.81 -1.45
N 0.99 1.17 1.51
O 0.22 -0.58 2.65

***

*z*
Density functional theory data (the ωB97M-V functional and the def2-TZVPD basis) for a molecular structure, C3H6N4O.

Summary:
Frontier orbital gap ... 0.305 Ha
Highest occupied orbital energy ... -0.2969 Eh
Spin multiplicity ... 1

Geometry (Å):
C 2.30 -0.36 0.08
C 0.82 -0.37 -0.18
C -1.17 0.50 -0.13
H 2.73 0.72 -0.37
H 2.84 -1.22 -0.41
H 2.24 -0.07 1.32
H -2.94 -1.20 0.54
H -2.11 1.90 0.00
H 0.84 1.85 -0.31
N 0.08 -1.37 0.10
N -1.12 -0.78 0.07
N -2.40 0.98 0.28
N 0.16 0.90 -0.55
O -2.26 -1.48 -0.43

***

Of them, *x* has the highest stability.